11
Properties=species:S:1:pos:R:3:nbo_charge:R:1 method="wB97M-V/def2-TZVPD" charge=0 relative_energy_kcal_mol=66.6 orbital_gap_ev=9.5755
C -0.59 0.42 1.08 -0.111
C 0.83 -0.02 0.79 0.349
C 1.46 -0.08 -0.29 -0.515
H -2.32 -0.35 -1.53 0.398
H -0.37 0.03 -1.49 0.367
H -0.89 0.78 2.02 0.201
H 1.20 0.40 -1.30 0.205
H 2.28 -0.89 -0.38 0.237
N -1.40 -0.09 -0.99 -0.608
N -1.51 0.42 0.17 -0.179
F 1.31 -0.61 1.93 -0.343